Below is one molecule with the formula C3H7N3O2 in a non-equilibrium geometry, with properties calculated with the ωB97M-V functional and the def2-TZVPD basis.

Calculated values
SMILES string	[H]/N=C/NO/C(C)=N\O
F_max	7.7	eV/A
total charge	0
HOMO energy	-8.96	eV
gap between HOMO and LUMO	9.72	eV
DFT total energy	-433.03310	a.u.
E_LUMO	0.76	eV

Geometry (Å):
H  -0.8939  -1.6312  -1.9403
N  -0.5413  -1.4704  -0.8045
C  -1.4564  -0.7587  -0.3990
N  -1.3400  -0.2836  0.8879
O  0.0435  -0.3031  1.1029
C  0.9521  0.1468  0.1041
C  2.2700  -0.6184  0.0452
N  0.6972  1.2227  -0.7129
O  -0.5998  1.8942  -0.1041
H  -2.4106  -0.8986  -0.8548
H  -1.6992  0.6516  1.2154
H  2.4677  -0.7083  1.1350
H  3.1137  -0.0302  -0.3686
H  2.1290  -1.5497  -0.3407
H  -0.5612  2.5394  -0.9315

Cartesian forces, eV/Å:
H 1.6 -0.2 4.0
N 1.3 -2.1 -7.3
C -3.4 -0.2 1.7
N 0.4 1.4 0.6
O 2.7 0.7 1.1
C -2.0 3.5 -2.7
C -0.4 3.6 2.6
N -0.3 -3.2 5.0
O 2.6 1.4 -4.9
H -1.1 1.3 0.0
H 0.4 -1.4 -1.2
H 0.3 -0.3 -0.5
H -0.9 -0.4 -0.1
H -0.3 -2.5 -1.2
H -0.8 -1.5 2.9